Here is a single C3H6N2O molecule in a non-equilibrium geometry from the Open Molecules 2025 dataset. Energies are from ωB97M-V with the def2-TZVPD basis set.

ORCA input file:
```
! wB97M-V def2-TZVPD RIJCOSX def2/J DEFGRID3
* xyz 0 1
H 2.09294 -0.51928 0.06675
N 2.30207 0.45234 -0.23003
C 1.22813 1.17142 -0.20593
C -0.13219 0.69932 0.21896
C -0.36094 -0.78728 0.17790
N -1.62597 -1.17752 -0.15070
O 0.50184 -1.61732 0.44312
H 1.31523 2.23884 -0.47054
H -0.30582 1.04994 1.24194
H -0.85980 1.20274 -0.42761
H -2.35069 -0.54078 -0.45064
H -1.80476 -2.17239 -0.21325
*
```

- energy relative to the best compared isomer or geometry (same formula, charge and spin) (kcal per mole) = 17.7
- SMILES = [H]/N=C\CC(N)=O
- LUMO level (eV) = 0.680

Here are the Löwdin charges for atoms 1 to 4, given in e:
1 H 0.035
2 N 0.095
3 C -0.230
4 C -0.118